Computed, not measured: C45H40N3O3P2PbS as an isolated structure, with ωB97M-V with the def2-TZVPD basis set.

XYZ file:
```
95
Properties=species:S:1:pos:R:3:mulliken_charge:R:1
Pb -0.161 -0.434 -1.353 1.394
C 1.966 0.719 5.315 -1.493
C 0.742 1.309 4.526 1.719
C -0.039 2.322 5.369 -1.701
C -0.108 0.134 4.071 0.289
C -0.696 -0.691 5.070 -0.504
C -1.587 -1.690 4.776 -1.455
C -1.768 -2.027 3.434 0.292
C -1.263 -1.243 2.390 -0.527
P -1.768 -1.665 0.696 0.928
C -1.300 -3.388 0.535 0.610
C -2.019 -4.190 -0.432 -0.869
C -1.479 -5.402 -0.862 -0.615
C -0.415 -5.975 -0.176 -0.725
C 0.179 -5.240 0.847 -0.567
C -0.197 -3.941 1.179 -0.412
C -3.587 -1.670 0.675 0.447
C -4.412 -2.684 1.228 -0.235
C -5.765 -2.447 1.314 -0.729
C -6.379 -1.370 0.663 -0.533
C -5.569 -0.511 -0.060 -0.476
C -4.187 -0.609 0.002 -0.613
C -0.442 -0.156 2.754 0.821
O 0.028 0.656 1.654 -0.398
C 1.048 1.598 1.999 -0.049
C 1.526 2.344 0.850 0.515
C 2.369 3.454 1.126 -0.981
C 2.719 3.821 2.424 -1.732
C 2.265 3.072 3.477 -0.155
C 1.332 2.038 3.295 0.230
P 1.269 2.108 -0.927 0.777
C 3.015 1.975 -1.532 0.697
C 3.821 0.923 -1.098 -0.153
C 5.188 0.920 -1.408 -0.683
C 5.769 1.892 -2.155 -0.664
C 4.946 2.946 -2.574 -0.658
C 3.550 2.937 -2.337 -0.059
C 0.680 3.669 -1.763 0.450
C 0.405 4.873 -1.102 -0.665
C -0.204 5.910 -1.825 -0.572
C -0.494 5.856 -3.184 -0.554
C -0.088 4.717 -3.873 -0.700
C 0.473 3.631 -3.174 -0.714
H 1.675 0.467 6.369 0.401
H 2.793 1.446 5.437 0.331
H 2.351 -0.262 4.956 0.340
H -0.488 1.828 6.242 0.409
H -0.863 2.864 4.852 0.345
H 0.655 3.110 5.725 0.407
H -0.466 -0.582 6.126 0.399
H -2.112 -2.199 5.619 0.369
H -2.357 -2.918 3.150 0.213
H -2.998 -3.891 -0.811 0.302
H -1.938 -5.821 -1.736 0.464
H -0.133 -7.031 -0.288 0.404
H 1.053 -5.616 1.373 0.400
H 0.305 -3.273 1.918 0.333
H -3.939 -3.565 1.642 0.429
H -6.488 -3.197 1.754 0.304
H -7.475 -1.256 0.595 0.384
H -5.982 0.232 -0.718 0.505
H -3.534 0.218 -0.372 0.394
H 2.737 3.958 0.267 0.766
H 3.378 4.668 2.568 0.412
H 2.745 3.274 4.433 0.377
H 3.367 0.006 -0.602 -0.069
H 5.819 0.188 -0.929 0.408
H 6.780 1.804 -2.478 0.450
H 5.275 3.727 -3.221 0.454
H 2.894 3.597 -2.868 0.389
H 0.670 4.972 -0.081 0.546
H -0.460 6.830 -1.263 0.332
H -1.080 6.609 -3.711 0.411
H -0.284 4.641 -4.957 0.368
H 0.717 2.739 -3.716 0.682
N 3.661 -3.509 -1.146 -0.429
C 2.720 -2.728 -1.697 0.872
O 2.176 -1.793 -0.990 -0.489
C 2.322 -2.991 -3.064 -0.133
C 1.223 -2.278 -3.503 0.604
N 0.300 -1.578 -3.665 -0.732
C 2.937 -4.036 -3.838 -0.413
N 3.508 -4.923 -4.365 -0.509
H 4.029 -3.193 -0.246 0.274
H 4.241 -4.194 -1.661 0.232
C -4.098 -0.813 -3.401 -0.582
S -2.858 0.498 -3.774 0.338
C -1.934 -0.349 -5.101 -0.842
O -1.978 0.523 -2.515 -0.517
H -3.615 -1.627 -2.886 0.058
H -4.433 -1.165 -4.367 0.502
H -4.908 -0.316 -2.813 0.120
H -2.625 -0.659 -5.889 0.429
H -1.460 -1.253 -4.694 0.231
H -1.189 0.326 -5.490 0.349
```

charge	+1
orbital gap	7.64	eV
multiplicity	1
HOMO	-10.05	eV

---

Computed, not measured: C45H40N3O3P2PbS as an isolated structure, with ωB97M-V with the def2-TZVPD basis set.

XYZ file:
```
95
Properties=species:S:1:pos:R:3:mulliken_charge:R:1
Pb -0.505 14.383 16.194 1.211
C -3.132 14.521 23.001 -2.003
C -3.206 14.421 21.493 2.154
C -4.691 14.214 21.167 -1.603
C -2.795 15.693 20.818 0.508
C -3.238 16.962 21.256 -0.116
C -2.906 18.175 20.688 -1.960
C -2.164 18.113 19.522 0.404
C -1.663 16.925 18.994 -0.220
P -0.787 17.025 17.401 0.377
C -2.025 17.688 16.212 1.067
C -3.331 17.274 16.285 -0.828
C -4.204 17.593 15.285 -0.434
C -3.858 18.496 14.265 -0.635
C -2.624 19.039 14.271 -0.749
C -1.638 18.588 15.181 -0.567
C 0.480 18.306 17.746 1.486
C 1.759 18.072 18.202 -0.652
C 2.608 19.125 18.435 -0.538
C 2.126 20.413 18.238 -0.539
C 0.816 20.655 17.858 -1.247
C -0.024 19.548 17.604 -0.624
C -1.973 15.708 19.694 0.075
O -1.320 14.545 19.290 -0.488
C -1.595 13.307 19.924 -0.114
C -0.942 12.146 19.423 -0.131
C -1.091 10.927 20.116 0.170
C -1.933 10.861 21.216 -1.537
C -2.628 11.973 21.612 -0.802
C -2.406 13.248 21.019 0.899
P -0.031 12.095 17.900 1.079
C -0.543 10.524 17.077 0.170
C -1.686 10.553 16.249 -0.285
C -2.013 9.546 15.374 -0.711
C -1.252 8.396 15.310 -0.612
C -0.214 8.261 16.268 -0.614
C 0.132 9.305 17.096 -0.013
C 1.650 11.715 18.517 0.486
C 2.622 11.355 17.587 -0.422
C 3.965 11.250 17.967 -0.959
C 4.294 11.581 19.265 -0.486
C 3.317 11.928 20.197 -0.754
C 1.992 11.919 19.845 -0.666
H -3.677 15.360 23.401 0.451
H -2.111 14.555 23.307 0.470
H -3.529 13.612 23.486 0.383
H -5.256 15.067 21.564 0.474
H -5.134 13.316 21.618 0.409
H -4.859 14.150 20.094 0.245
H -3.910 17.060 22.110 0.297
H -3.345 19.092 21.038 0.429
H -2.054 19.032 18.936 0.216
H -3.641 16.609 17.074 0.286
H -5.255 17.266 15.320 0.408
H -4.539 18.712 13.434 0.406
H -2.381 19.871 13.574 0.347
H -0.614 18.987 15.158 0.510
H 2.022 17.004 18.355 0.404
H 3.635 18.863 18.773 0.389
H 2.809 21.259 18.374 0.375
H 0.386 21.645 17.707 0.432
H -1.063 19.773 17.309 0.431
H -0.669 10.011 19.683 0.413
H -2.194 9.948 21.721 0.407
H -3.351 11.892 22.410 0.394
H -2.300 11.434 16.207 0.416
H -2.916 9.632 14.755 0.469
H -1.478 7.596 14.612 0.411
H 0.439 7.385 16.371 0.374
H 0.957 9.079 17.818 0.279
H 2.308 11.084 16.587 0.579
H 4.686 10.826 17.285 0.440
H 5.335 11.612 19.569 0.394
H 3.655 12.215 21.217 0.373
H 1.263 12.045 20.616 0.386
N -5.657 12.989 16.621 -0.509
C -4.449 13.451 16.159 0.493
O -3.491 13.761 16.927 -0.031
C -4.324 13.611 14.722 0.456
C -3.108 14.050 14.207 0.451
N -2.023 14.410 13.849 -0.794
C -5.298 13.158 13.797 -0.613
N -6.193 12.789 13.083 -0.574
H -6.309 12.458 16.031 0.227
H -5.707 12.711 17.591 0.236
C 1.089 15.818 13.077 -0.806
S 1.862 14.227 13.594 0.442
C 3.577 14.794 13.800 -0.946
O 1.478 13.940 15.070 -0.488
H 1.254 16.540 13.824 0.196
H 0.044 15.646 12.973 0.280
H 1.543 16.120 12.127 0.490
H 3.633 15.471 14.670 0.263
H 3.873 15.300 12.868 0.395
H 4.201 13.932 14.018 0.359
```

charge	+1
orbital gap	7.03	eV
multiplicity	1
HOMO	-9.78	eV

---

It is found that the max |F| values, taken in the order of the records, are 0.05727 0.09724 Eh/bohr.
It is found that the energy relative to the best compared isomer or geometry (same formula, charge and spin) values, taken in the order of the records, are 47.9 0.0 kJ/mol.